# 1
Formula: C9H8F2O
Source: the OMol25 dataset
Level of theory: the ωB97M-V functional and the def2-TZVPD basis

- SMILES string = CC#CO[C@@]1(F)C=C(F)C=CC1
- LUMO (eV) = 0.106
- total energy (eV) = -16941.6679
- ΔE to the lowest compared entry with this formula, charge and spin (eV) = 2.494
- F_max (eV Å⁻¹) = 2.78
- HOMO level (eV) = -8.347

Geometry as ORCA input:
```
! wB97M-V def2-TZVPD RIJCOSX def2/J DEFGRID3
* xyz 0 1
C -3.38 -0.10 0.89
C -2.05 0.45 0.74
C -0.99 0.95 0.50
O 0.03 1.67 0.20
C 1.59 1.18 0.54
F 2.07 2.27 1.18
C 1.52 -0.01 1.40
C 1.54 -1.21 0.82
F 1.41 -2.32 1.56
C 1.76 -1.41 -0.59
C 2.09 -0.38 -1.36
C 2.25 1.00 -0.81
H -3.33 -1.16 1.15
H -3.93 0.42 1.68
H -3.93 0.00 -0.05
H 1.34 0.14 2.45
H 1.68 -2.42 -0.97
H 2.31 -0.51 -2.41
H 3.32 1.21 -0.69
H 1.86 1.75 -1.50
*
```



# 2
Formula: C28H48N4O30S7
Source: the OMol25 dataset
Level of theory: the ωB97M-V functional and the def2-TZVPD basis

- SMILES string = O=S1(=O)OCCO1.O=S1(=O)OCCO1.O=S1(=O)OCCO1.O=S1(=O)OCCO1.O=S1(=O)OCCO1.O=S1(=O)OCCO1.O=S1(=O)OCCO1.c1ccncc1.c1ccncc1.CC(N)=O.CC(N)=O
- LUMO (eV) = 0.107
- total energy (eV) = -173033.5667
- ΔE to the lowest compared entry with this formula, charge and spin (eV) = 6.787
- F_max (eV Å⁻¹) = 5.54
- HOMO level (eV) = -9.344

Geometry as ORCA input:
```
! wB97M-V def2-TZVPD RIJCOSX def2/J DEFGRID3
* xyz 0 1
O -3.98 3.74 8.55
S -5.19 2.90 8.19
O -6.23 2.78 9.16
O -5.73 3.30 6.70
C -6.07 2.20 5.93
C -5.46 0.95 6.53
O -4.65 1.45 7.56
H -7.15 2.13 5.82
H -5.69 2.47 4.95
H -4.91 0.52 5.69
H -6.13 0.21 6.96
O 0.88 -8.83 8.41
S 1.66 -8.00 7.51
O 2.69 -8.52 6.63
O 0.76 -6.96 6.64
C 1.47 -5.77 6.28
C 2.63 -5.69 7.30
O 2.31 -6.68 8.21
H 1.85 -5.93 5.27
H 0.80 -4.92 6.39
H 2.72 -4.71 7.78
H 3.54 -5.94 6.75
O 5.81 2.23 -6.25
S 5.79 3.45 -7.11
O 6.23 4.74 -6.59
O 6.33 3.13 -8.66
C 5.23 2.83 -9.57
C 3.97 2.67 -8.77
O 4.23 3.59 -7.74
H 5.15 3.69 -10.23
H 5.61 2.01 -10.17
H 3.89 1.74 -8.22
H 3.07 2.96 -9.30
O 0.48 -3.07 0.31
S 0.59 -1.58 0.37
O -0.13 -0.92 1.48
O 2.15 -0.93 0.34
C 2.11 0.30 -0.34
C 1.14 0.15 -1.47
O 0.13 -0.81 -1.09
H 1.79 1.10 0.33
H 3.16 0.39 -0.64
H 1.60 -0.25 -2.37
H 0.53 1.02 -1.72
O -5.44 -11.49 -2.73
S -4.79 -11.72 -1.45
O -5.39 -12.66 -0.51
O -3.23 -12.18 -1.73
C -2.26 -11.21 -1.63
C -2.99 -9.95 -1.08
O -4.23 -10.40 -0.66
H -1.43 -11.54 -1.02
H -1.88 -11.04 -2.64
H -2.99 -9.08 -1.74
H -2.59 -9.53 -0.16
O 7.45 -2.85 3.42
S 7.45 -1.71 4.33
O 6.14 -1.29 4.78
O 8.52 -1.77 5.57
C 8.98 -0.48 5.94
C 9.28 0.10 4.62
O 8.24 -0.35 3.79
H 8.24 0.13 6.46
H 9.90 -0.39 6.50
H 10.23 -0.38 4.36
H 9.55 1.15 4.56
O -0.15 8.35 -1.11
S -0.75 8.11 -2.44
O -0.24 6.96 -3.20
O -2.44 8.13 -2.30
C -3.04 9.04 -3.19
C -1.96 10.15 -3.30
O -0.72 9.51 -3.39
H -3.28 8.63 -4.16
H -3.97 9.48 -2.84
H -2.04 10.74 -2.39
H -2.11 10.77 -4.19
C -5.13 2.84 -8.88
C -5.84 3.64 -7.92
C -5.35 3.73 -6.65
N -4.27 3.09 -6.15
C -3.54 2.39 -7.08
C -3.92 2.19 -8.41
H -5.45 2.79 -9.91
H -6.73 4.17 -8.23
H -6.00 4.27 -5.98
H -2.62 1.87 -6.84
H -3.37 1.46 -9.00
C 1.23 5.52 6.46
C 1.16 4.21 5.94
C 2.36 3.57 5.70
N 3.55 4.12 5.97
C 3.62 5.31 6.54
C 2.47 6.06 6.74
H 0.26 5.96 6.64
H 0.25 3.68 5.70
H 2.42 2.67 5.10
H 4.58 5.67 6.85
H 2.55 7.02 7.23
C 4.25 -5.02 -3.96
C 2.88 -5.20 -4.53
N 2.35 -6.35 -4.27
O 2.29 -4.28 -5.17
H 4.87 -5.92 -3.99
H 4.15 -4.61 -2.96
H 4.74 -4.22 -4.51
H 2.89 -6.91 -3.64
H 1.46 -6.57 -4.69
C -8.56 1.59 -1.15
C -7.27 1.08 -0.57
N -6.10 1.43 -1.02
O -7.25 0.39 0.44
H -9.06 0.69 -1.49
H -8.44 2.38 -1.89
H -9.15 1.98 -0.32
H -5.32 1.17 -0.44
H -6.00 1.80 -1.96
*
```



# 3
Formula: C6H8
Source: the OMol25 dataset
Level of theory: the ωB97M-V functional and the def2-TZVPD basis

- SMILES string = CC1=CC=CC1
- LUMO (eV) = 1.103
- total energy (eV) = -6349.8828
- ΔE to the lowest compared entry with this formula, charge and spin (eV) = 0.901
- F_max (eV Å⁻¹) = 3.00
- HOMO level (eV) = -8.198

Geometry as ORCA input:
```
! wB97M-V def2-TZVPD RIJCOSX def2/J DEFGRID3
* xyz 0 1
C 1.95 -0.08 -0.06
C 0.46 -0.09 0.18
C -0.27 -1.17 0.07
C -1.68 -0.89 0.00
C -1.82 0.50 -0.11
C -0.42 1.08 0.08
H 2.35 0.98 -0.07
H 2.29 -0.45 -1.06
H 2.60 -0.75 0.63
H 0.19 -2.16 0.00
H -2.46 -1.64 0.03
H -2.76 1.11 -0.27
H -0.48 1.54 1.10
H 0.03 2.01 -0.52
*
```



# 4
Formula: C5H8NO2
Source: the OMol25 dataset
Level of theory: the ωB97M-V functional and the def2-TZVPD basis

- ⟨S²⟩ = 0.7560
- LUMO (alpha / beta) (eV) = 0.455 / -3.681
- total energy (eV) = -10894.3395
- ΔE to the lowest compared entry with this formula, charge and spin (eV) = 3.714
- F_max (eV Å⁻¹) = 4.28
- HOMO level (alpha / beta) (eV) = -9.145 / -9.138

Geometry as ORCA input:
```
! wB97M-V def2-TZVPD RIJCOSX def2/J DEFGRID3
* xyz 0 2
N 0.30 -1.38 2.52
C 0.63 -0.35 1.73
C -0.42 0.47 1.00
C -0.76 -0.39 -0.25
C 0.35 -0.43 -1.33
C 0.26 1.03 -1.99
O -0.51 1.03 -2.94
O 1.01 1.87 -1.50
H 1.35 -0.68 -1.00
H 0.04 -0.38 2.95
H 1.64 -0.41 1.30
H -0.04 1.43 0.65
H -1.26 0.57 1.69
H -1.62 0.07 -0.73
H -1.03 -1.39 0.06
H 0.06 -1.05 -2.17
*
```



# 5
Formula: C6H11N
Source: the OMol25 dataset
Level of theory: the ωB97M-V functional and the def2-TZVPD basis

- ⟨S²⟩ = 2.0179
- LUMO (alpha / beta) (eV) = 1.048 / -0.782
- total energy (eV) = -7884.8837
- ΔE to the lowest compared entry with this formula, charge and spin (eV) = 0.630
- F_max (eV Å⁻¹) = 6.44
- HOMO level (alpha / beta) (eV) = -5.414 / -9.294

Geometry as ORCA input:
```
! wB97M-V def2-TZVPD RIJCOSX def2/J DEFGRID3
* xyz 0 3
C 1.57 -2.25 -0.96
C -1.24 -0.03 -0.92
C 0.15 -0.51 -1.11
C -0.61 0.70 0.33
C -0.63 0.08 1.67
C 0.04 2.01 0.31
N 0.49 -1.68 -0.69
H 1.75 -3.33 -0.58
H 2.41 -1.79 -1.59
H -1.67 0.57 -1.62
H -1.89 -0.73 -0.45
H 0.76 0.12 -1.67
H -1.08 0.75 2.37
H 0.41 -0.28 1.96
H -1.19 -0.91 1.69
H 0.07 2.40 1.37
H -0.41 2.78 -0.22
H 1.06 2.11 0.13
*
```



# 6
Formula: C11H11BF4MnOS4Si
Source: the OMol25 dataset
Level of theory: the ωB97M-V functional and the def2-TZVPD basis

- ⟨S²⟩ = 8.7596
- LUMO (alpha / beta) (eV) = 4.809 / 4.805
- total energy (eV) = -107729.2684
- ΔE to the lowest compared entry with this formula, charge and spin (eV) = 0.148
- F_max (eV Å⁻¹) = 2.38
- HOMO level (alpha / beta) (eV) = -1.177 / -1.468

Geometry as ORCA input:
```
! wB97M-V def2-TZVPD RIJCOSX def2/J DEFGRID3
* xyz -2 6
Mn 1.34 0.72 -0.45
O 5.56 4.09 3.84
C 4.81 3.50 3.09
S 4.01 4.24 1.71
C 3.12 2.82 1.14
C 3.31 1.69 1.85
S 2.59 0.13 1.57
S 4.41 1.80 3.23
S 2.13 3.05 -0.26
C -2.29 1.31 -1.47
Si -1.05 0.67 -0.12
C -1.93 1.42 1.44
C -1.67 -1.18 0.05
C -3.01 -1.54 0.23
C -3.40 -2.87 0.33
C -2.46 -3.89 0.25
C -1.12 -3.56 0.06
C -0.74 -2.22 -0.03
H -3.33 1.13 -1.16
H -2.12 0.82 -2.43
H -2.17 2.38 -1.62
H -3.01 1.24 1.40
H -1.77 2.50 1.48
H -1.54 0.99 2.36
H -3.76 -0.77 0.29
H -4.45 -3.12 0.47
H -2.76 -4.93 0.32
H -0.37 -4.34 -0.01
H 0.31 -1.98 -0.18
F 3.66 -0.68 -3.66
B 2.28 -0.84 -3.52
F 1.88 -0.17 -2.26
F 1.58 -0.22 -4.55
F 1.93 -2.18 -3.40
*
```



# 7
Formula: C44H88O33
Source: the OMol25 dataset
Level of theory: the ωB97M-V functional and the def2-TZVPD basis

- SMILES string = CCOC(=O)OC.CCOC(=O)OC.CCOC(=O)OC.CCOC(=O)OC.CCOC(=O)OC.CCOC(=O)OC.CCOC(=O)OC.CCOC(=O)OC.CCOC(=O)OC.CCOC(=O)OC.CCOC(=O)OC
- LUMO (eV) = 0.379
- total energy (eV) = -114621.6365
- ΔE to the lowest compared entry with this formula, charge and spin (eV) = 3.123
- F_max (eV Å⁻¹) = 2.37
- HOMO level (eV) = -10.101

Geometry as ORCA input:
```
! wB97M-V def2-TZVPD RIJCOSX def2/J DEFGRID3
* xyz 0 1
C 6.64 -16.48 -1.35
C 7.01 -15.35 -2.28
O 7.54 -15.86 -3.48
C 8.87 -15.73 -3.71
O 9.65 -15.36 -2.88
O 9.09 -16.16 -4.94
C 10.43 -16.15 -5.40
H 5.94 -17.08 -1.95
H 6.00 -16.14 -0.54
H 7.43 -17.13 -0.99
H 7.65 -14.61 -1.78
H 6.15 -14.72 -2.51
H 10.82 -15.13 -5.47
H 10.34 -16.36 -6.46
H 11.14 -16.75 -4.84
C 8.05 -28.33 1.28
C 8.72 -26.94 1.31
O 8.34 -26.31 0.07
C 8.97 -25.18 -0.24
O 9.72 -24.58 0.48
O 8.53 -24.79 -1.43
C 9.26 -23.76 -2.07
H 8.70 -29.15 1.56
H 7.66 -28.56 0.30
H 7.22 -28.24 1.98
H 9.80 -27.00 1.46
H 8.34 -26.28 2.09
H 9.34 -23.95 -3.14
H 10.28 -23.66 -1.70
H 8.87 -22.75 -1.95
C 11.02 -16.89 3.09
C 11.35 -16.27 1.72
O 12.70 -16.71 1.47
C 13.14 -16.56 0.24
O 12.86 -15.69 -0.54
O 14.04 -17.51 -0.02
C 14.73 -17.39 -1.24
H 10.05 -16.57 3.46
H 11.78 -16.69 3.85
H 10.97 -17.97 2.95
H 11.32 -15.18 1.80
H 10.57 -16.57 1.02
H 15.36 -16.50 -1.29
H 14.05 -17.35 -2.09
H 15.33 -18.26 -1.52
C 4.64 -18.78 7.01
C 5.86 -18.07 7.53
O 6.32 -17.19 6.50
C 7.42 -16.48 6.68
O 8.16 -16.56 7.63
O 7.53 -15.69 5.63
C 8.59 -14.72 5.54
H 4.80 -19.36 6.10
H 3.77 -18.17 6.76
H 4.31 -19.49 7.77
H 6.61 -18.84 7.72
H 5.68 -17.52 8.45
H 9.49 -15.16 5.13
H 8.84 -14.35 6.54
H 8.14 -13.96 4.91
C 1.34 -20.06 4.24
C 1.49 -18.64 3.71
O 2.80 -18.19 3.97
C 3.19 -17.05 3.41
O 2.57 -16.43 2.58
O 4.36 -16.72 3.94
C 5.02 -15.64 3.28
H 0.38 -20.50 3.99
H 1.53 -20.15 5.31
H 2.07 -20.72 3.75
H 0.76 -18.09 4.31
H 1.12 -18.62 2.68
H 4.61 -14.68 3.61
H 4.87 -15.62 2.20
H 6.07 -15.63 3.53
C 10.41 -21.98 -5.66
C 11.83 -22.21 -5.12
O 12.40 -21.11 -4.42
C 11.72 -20.71 -3.34
O 10.82 -21.31 -2.80
O 12.15 -19.51 -3.00
C 11.46 -18.91 -1.89
H 10.37 -21.16 -6.37
H 9.60 -21.77 -4.96
H 10.08 -22.91 -6.14
H 12.43 -22.39 -6.01
H 11.96 -23.11 -4.51
H 10.81 -19.54 -1.30
H 10.94 -18.04 -2.29
H 12.29 -18.56 -1.26
C 6.41 -19.51 3.57
C 7.48 -19.19 2.51
O 7.11 -19.86 1.30
C 7.86 -19.65 0.25
O 8.89 -19.04 0.14
O 7.37 -20.39 -0.75
C 7.71 -20.02 -2.10
H 6.65 -18.82 4.38
H 6.44 -20.51 3.98
H 5.45 -19.31 3.09
H 8.53 -19.38 2.76
H 7.42 -18.12 2.29
H 7.49 -20.89 -2.71
H 8.73 -19.70 -2.27
H 7.06 -19.18 -2.33
C 4.08 -20.07 -0.10
C 2.93 -20.89 0.42
O 3.27 -22.26 0.35
C 2.25 -23.12 0.25
O 1.09 -22.86 0.34
O 2.82 -24.33 0.12
C 1.97 -25.45 -0.07
H 4.03 -19.01 0.16
H 4.21 -20.09 -1.18
H 4.99 -20.47 0.34
H 1.97 -20.62 -0.04
H 2.64 -20.60 1.43
H 1.76 -25.53 -1.13
H 1.02 -25.43 0.46
H 2.48 -26.35 0.26
C 6.11 -21.95 7.56
C 6.86 -23.20 7.88
O 6.01 -24.37 7.78
C 6.64 -25.52 7.63
O 7.83 -25.68 7.68
O 5.72 -26.47 7.54
C 6.10 -27.82 7.39
H 6.66 -21.10 7.96
H 5.18 -21.83 8.13
H 5.99 -21.80 6.49
H 7.14 -23.18 8.94
H 7.83 -23.29 7.38
H 5.22 -28.41 7.17
H 6.50 -28.30 8.28
H 6.71 -27.94 6.49
C 9.24 -21.55 1.79
C 10.22 -21.15 0.67
O 11.19 -20.23 1.18
C 12.49 -20.56 1.16
O 12.97 -21.57 0.71
O 13.13 -19.65 1.87
C 14.57 -19.73 1.95
H 9.71 -21.72 2.75
H 8.73 -22.47 1.53
H 8.45 -20.79 1.84
H 9.75 -20.58 -0.13
H 10.70 -22.03 0.25
H 14.91 -18.86 2.49
H 14.96 -19.78 0.94
H 14.77 -20.68 2.44
C 5.87 -22.99 -3.57
C 4.65 -22.82 -4.44
O 3.80 -21.75 -4.00
C 4.25 -20.51 -4.03
O 5.34 -20.13 -4.38
O 3.27 -19.74 -3.58
C 3.42 -18.33 -3.63
H 5.73 -22.77 -2.51
H 6.73 -22.46 -3.96
H 6.14 -24.05 -3.48
H 4.05 -23.73 -4.45
H 4.95 -22.63 -5.47
H 4.41 -18.10 -3.23
H 2.65 -17.84 -3.04
H 3.50 -17.90 -4.63
*
```



# 8
Formula: C23H27NO2
Source: the OMol25 dataset
Level of theory: the ωB97M-V functional and the def2-TZVPD basis

- SMILES string = CC(C)(C)N(CC#CCC1(O)c2ccccc2-c2ccccc21)CCO
- LUMO (eV) = 0.692
- total energy (eV) = -29872.8135
- ΔE to the lowest compared entry with this formula, charge and spin (eV) = 2.846
- F_max (eV Å⁻¹) = 0.65
- HOMO level (eV) = -8.258

Geometry as ORCA input:
```
! wB97M-V def2-TZVPD RIJCOSX def2/J DEFGRID3
* xyz 0 1
C 2.50 1.96 0.98
C 3.65 1.26 0.23
C 4.05 2.15 -0.96
C 4.88 1.15 1.15
N 3.31 -0.09 -0.24
C 2.58 -0.22 -1.49
C 1.18 0.18 -1.44
C 0.03 0.51 -1.38
C -1.35 0.95 -1.28
C -2.00 0.50 0.06
O -1.26 0.99 1.16
C -2.21 -1.00 0.06
C -1.28 -2.01 0.12
C -1.72 -3.33 0.08
C -3.07 -3.62 -0.02
C -4.02 -2.61 -0.06
C -3.58 -1.30 -0.01
C -4.33 -0.05 0.02
C -5.69 0.20 0.00
C -6.13 1.51 0.08
C -5.23 2.56 0.19
C -3.86 2.32 0.20
C -3.42 1.02 0.11
C 2.80 -0.99 0.78
C 3.16 -2.46 0.49
O 2.08 -3.23 0.00
H 2.82 2.95 1.29
H 2.21 1.40 1.87
H 1.64 2.06 0.33
H 4.82 1.66 -1.56
H 3.20 2.40 -1.58
H 4.46 3.08 -0.58
H 5.29 2.13 1.34
H 4.64 0.70 2.11
H 5.64 0.54 0.66
H 2.64 -1.28 -1.79
H 3.09 0.35 -2.27
H -1.93 0.54 -2.11
H -1.39 2.04 -1.33
H -0.35 0.66 1.08
H -0.23 -1.80 0.19
H -1.00 -4.13 0.12
H -3.40 -4.65 -0.05
H -5.07 -2.84 -0.12
H -6.40 -0.61 -0.08
H -7.19 1.73 0.07
H -5.59 3.57 0.27
H -3.15 3.13 0.29
H 1.71 -0.92 0.90
H 3.25 -0.72 1.74
H 3.45 -2.97 1.41
H 4.01 -2.49 -0.20
H 1.75 -2.84 -0.82
*
```